Density functional theory data (wB97M-V/def2-TZVPD) for a structure of composition C26H43F5P2Y in a non-equilibrium geometry.

Energy (eV): -60853.04086
HOMO energy (alpha / beta) (eV): -9.68 / -9.79
Strongest force on any atom (hartree/bohr): 0.09500
Energy above the lowest of the compared OMol25 structures with the same formula, charge and spin (eV): 10.036
LUMO (alpha / beta) (eV): -3.74 / -3.74

```
! RIJCOSX wB97M-V def2-TZVPD def2/J DEFGRID3
* xyz 1 1
Y -0.61044 0.50378 -2.24233
C -0.75393 -2.16237 0.54819
C 0.58899 -2.13420 0.11941
C 0.38583 -0.64712 1.87231
C -0.86219 -1.28430 1.67394
C 1.28141 -1.16154 0.90248
C -1.86070 -2.98482 0.01394
H -1.72044 -3.19732 -1.05085
H -2.82018 -2.45946 0.12844
H -1.93574 -3.94435 0.55079
C -2.04641 -1.13836 2.54885
H -2.96238 -1.52739 2.07427
H -2.22672 -0.08050 2.81776
H -1.88634 -1.69180 3.49726
C 0.70485 0.29846 2.96485
H 0.75312 -0.24004 3.91923
H -0.06888 1.06650 3.05086
H 1.66239 0.78706 2.77954
C 2.70032 -0.78614 0.77877
H 3.31864 -1.27988 1.54808
H 2.84460 0.29678 0.90285
H 3.11344 -1.06219 -0.19878
C 1.19638 -2.94854 -0.94194
H 1.72293 -3.79939 -0.50806
H 1.92666 -2.38939 -1.52358
H 0.45726 -3.35329 -1.62426
C -1.94152 1.37343 -5.59962
C -2.28000 -0.04198 -5.45922
C -1.33126 -1.07690 -6.15596
C 0.19372 -0.89408 -6.20333
C 0.86150 -0.20467 -5.03024
C 1.20560 1.09095 -5.20244
C 0.47976 2.13520 -6.01130
C -0.92786 1.80173 -6.54662
H -1.68108 -0.97495 -7.19458
H 0.45224 -0.43680 -7.18774
H -1.54357 -2.10190 -5.81056
H -0.87062 1.15304 -7.42791
H -2.72488 2.09625 -5.32701
H -3.25421 -0.26340 -5.95232
H -1.30788 2.74147 -6.96465
H 0.40546 3.05725 -5.40782
H 2.10480 1.47644 -4.70804
H 1.12230 2.40947 -6.86773
H 0.64209 -1.90014 -6.32871
H 1.38580 -0.87725 -4.30978
P -2.70266 -0.12295 -3.71051
P 2.12577 1.64754 -1.77170
C -0.47284 2.43219 -3.26581
C 0.82712 2.91389 -2.78595
H -1.34299 3.08638 -3.37008
H -0.55708 1.49031 -3.92072
H 1.50017 3.29849 -3.57401
H 0.66916 3.69597 -2.02568
C 2.99550 3.08218 -1.10963
H 3.84532 2.77219 -0.48842
H 2.30707 3.66986 -0.48806
H 3.35283 3.68822 -1.95819
C 3.51260 0.99490 -2.77185
H 4.06181 1.80493 -3.26585
H 3.16204 0.26639 -3.50858
H 4.20720 0.46129 -2.10573
C -4.44445 0.22350 -3.74150
H -4.97248 -0.69897 -3.48404
H -4.83414 0.67091 -4.66396
H -4.52476 0.97491 -2.93834
C -1.51373 -1.68033 -3.22042
H -1.14690 -1.65710 -2.16131
H -0.71144 -1.95060 -3.92598
H -2.28903 -2.44333 -3.27243
F -1.02719 3.78138 -0.64609
C -0.97788 2.45719 -0.25564
F 0.15406 2.38660 0.55464
C -2.24023 2.13804 0.53116
F -3.14351 3.14901 0.43229
F -2.88889 0.96714 0.15328
F -1.94522 1.96263 1.85632
*
```